Formula: C66H149OP4
Source: the Open Molecules 2025 dataset
Level of theory: the ωB97M-V functional and the def2-TZVPD basis

Results
LUMO level = -5.42 eV
Multiplicity = 1
HOMO level = -10.89 eV
HOMO-LUMO gap = 0.2010 Eh
E_tot = -4043.9245 a.u.
Net charge = +3

Geometry (Å):
C: -13.23844 -9.56847 32.77145
C: -12.41575 -8.33994 32.35178
O: -11.63882 -7.75331 33.17003
H: -13.91229 -10.04565 32.03271
H: -13.84701 -9.25104 33.63350
H: -12.56617 -10.31537 33.22567
H: -13.26643 -7.71888 31.92632
H: -11.90116 -8.68665 31.40392
C: -14.43711 -18.70366 24.35590
C: -15.03392 -17.67828 25.28613
C: -14.43910 -16.26721 25.10638
C: -12.93229 -16.16462 25.37479
P: -12.18758 -14.59252 24.99173
C: -12.93801 -13.15306 25.86580
C: -12.06085 -12.41096 26.86208
C: -12.81218 -11.26384 27.65495
C: -11.87475 -10.66825 28.72966
C: -10.42433 -14.68940 25.53786
C: -9.58272 -15.80697 24.91906
C: -9.05182 -15.49261 23.53632
C: -7.97122 -16.46024 23.01876
C: -12.37737 -14.35037 23.22595
C: -11.83187 -13.12980 22.55490
C: -12.48633 -12.77902 21.19233
C: -12.53561 -13.94200 20.15873
H: -14.66514 -18.37441 23.34168
H: -14.95702 -19.65055 24.48564
H: -13.35641 -18.86947 24.42752
H: -14.88756 -17.99745 26.33003
H: -16.11540 -17.60700 25.18110
H: -14.97207 -15.57725 25.76527
H: -14.67504 -15.95406 24.07703
H: -12.38973 -16.80451 24.67366
H: -12.66906 -16.47143 26.40150
H: -13.81805 -13.52856 26.40435
H: -13.41283 -12.58490 25.07348
H: -11.20972 -11.97446 26.33240
H: -11.64394 -13.15542 27.55489
H: -13.67426 -11.62089 28.24392
H: -13.19936 -10.47519 27.00095
H: -12.28375 -9.78828 29.23278
H: -10.93188 -10.34435 28.25256
H: -11.64995 -11.37759 29.53795
H: -10.40197 -14.73549 26.63206
H: -10.00551 -13.70152 25.30482
H: -10.06730 -16.76935 25.11346
H: -8.68988 -15.77853 25.55073
H: -8.77311 -14.45250 23.38449
H: -9.94833 -15.56270 22.90573
H: -7.55593 -16.19492 22.04940
H: -8.33955 -17.48155 22.98371
H: -7.15876 -16.47183 23.75753
H: -13.45530 -14.24330 23.06766
H: -12.08948 -15.28483 22.73682
H: -10.76820 -13.36560 22.43131
H: -11.86655 -12.25502 23.21663
H: -11.99711 -11.87096 20.83472
H: -13.53716 -12.51107 21.37006
H: -11.53987 -14.05769 19.72733
H: -13.20694 -13.58871 19.37692
H: -12.85798 -14.92068 20.51993
C: -15.11545 -6.75975 29.95083
C: -14.90404 -7.92306 29.03330
C: -14.79999 -7.46623 27.54585
C: -16.11183 -7.12836 26.96393
P: -16.20190 -6.34912 25.31121
C: -15.95966 -4.55540 25.44220
C: -14.69254 -4.02036 26.19503
C: -15.07339 -3.28761 27.47368
C: -13.76249 -2.98468 28.32826
C: -14.99586 -7.19741 24.27301
C: -15.09237 -8.74905 24.10570
C: -13.89241 -9.35538 23.31267
C: -12.50685 -9.06562 23.86325
C: -17.85650 -6.66261 24.60639
C: -18.12428 -5.98928 23.25154
C: -18.63736 -6.95346 22.13230
C: -19.83329 -7.83912 22.50653
H: -14.26735 -6.07190 29.90035
H: -15.16007 -7.06612 30.99732
H: -16.06882 -6.25479 29.75336
H: -15.72761 -8.65792 29.08021
H: -13.93650 -8.36959 29.25583
H: -14.42717 -8.31364 26.95570
H: -14.07782 -6.64398 27.48044
H: -16.56014 -6.48383 27.73601
H: -16.72026 -8.04579 26.99182
H: -16.89435 -4.18470 25.89694
H: -15.96103 -4.25502 24.38929
H: -14.18760 -3.40734 25.44992
H: -14.01142 -4.80326 26.55138
H: -15.82686 -3.91825 27.98203
H: -15.53624 -2.30573 27.36760
H: -13.16088 -2.26316 27.77404
H: -13.19524 -3.88529 28.61034
H: -14.05839 -2.41315 29.19822
H: -14.00803 -6.93872 24.67954
H: -14.90854 -6.65275 23.33482
H: -16.00139 -8.86962 23.52401
H: -15.23796 -9.17107 25.10121
H: -13.95130 -9.02060 22.26601
H: -14.14145 -10.41653 23.35196
H: -12.19880 -8.02659 23.84675
H: -11.75327 -9.63539 23.31412
H: -12.37920 -9.43073 24.88936
H: -18.54596 -6.33322 25.39129
H: -17.87887 -7.75588 24.57644
H: -17.22308 -5.45173 22.94422
H: -18.82800 -5.17966 23.46163
H: -17.81479 -7.55749 21.71018
H: -18.90263 -6.31012 21.29066
H: -20.41032 -8.10141 21.62256
H: -20.49141 -7.30433 23.18618
H: -19.47074 -8.71778 23.03267
C: -17.12397 -8.98998 34.01130
C: -17.37344 -10.36091 34.60441
C: -16.32770 -11.37185 34.18656
C: -16.78874 -12.82024 34.45940
P: -16.07288 -14.11720 33.40936
C: -17.05951 -15.63446 33.62427
C: -16.74010 -16.77543 32.68940
C: -17.54318 -16.81134 31.37643
C: -18.99297 -17.31089 31.52332
C: -16.18559 -13.52121 31.70840
C: -17.55102 -13.00541 31.30275
C: -17.75374 -12.69280 29.83917
C: -16.85370 -11.58295 29.21575
C: -14.35018 -14.54399 33.77748
C: -13.38116 -13.42364 33.45654
C: -11.90505 -13.86453 33.70827
C: -11.56602 -14.13122 35.12310
H: -17.86776 -8.25642 34.29921
H: -17.06642 -9.03091 32.91638
H: -16.15134 -8.65463 34.37371
H: -18.35465 -10.74175 34.29988
H: -17.38434 -10.33385 35.69231
H: -15.35193 -11.19433 34.61895
H: -16.10845 -11.30808 33.11996
H: -17.86337 -12.91623 34.26787
H: -16.59135 -13.17470 35.47275
H: -18.10995 -15.32027 33.54674
H: -16.91517 -15.81900 34.69706
H: -16.97958 -17.65331 33.28621
H: -15.67415 -16.81743 32.45666
H: -17.01347 -17.49721 30.70857
H: -17.52000 -15.78220 30.97933
H: -19.65680 -16.65539 32.10367
H: -19.10140 -18.31493 31.93251
H: -19.43597 -17.34672 30.52712
H: -15.76050 -14.38923 31.19929
H: -15.43443 -12.72944 31.64587
H: -17.79311 -12.10646 31.87317
H: -18.26723 -13.78644 31.59406
H: -18.80413 -12.41326 29.73912
H: -17.60413 -13.59071 29.22503
H: -17.16069 -11.38990 28.18370
H: -15.78065 -11.78031 29.20336
H: -16.99602 -10.65608 29.77767
H: -14.13763 -15.48966 33.26317
H: -14.29419 -14.81105 34.84004
H: -13.61732 -12.51649 34.01097
H: -13.40706 -13.12767 32.41444
H: -11.20904 -13.08934 33.38443
H: -11.65187 -14.79628 33.18754
H: -12.07827 -14.98472 35.58447
H: -11.91146 -13.25239 35.67639
H: -10.49577 -14.23572 35.30853
C: -9.85342 -4.56122 32.09593
C: -8.38338 -4.49903 32.56605
C: -8.10997 -5.38329 33.70214
C: -8.25331 -6.92551 33.37936
P: -8.55231 -8.03153 34.77911
C: -8.93858 -9.73504 34.21859
C: -7.88327 -10.64915 33.55240
C: -7.94301 -10.70871 32.02774
C: -9.07156 -11.62740 31.52182
C: -7.03146 -8.13144 35.78820
C: -6.81632 -7.01855 36.80356
C: -5.34620 -6.94185 37.35524
C: -4.28718 -6.76958 36.27871
C: -9.85240 -7.36869 35.94896
C: -10.16400 -8.22995 37.16975
C: -11.30057 -9.21220 36.93826
C: -11.30285 -10.46205 37.84716
H: -10.56883 -4.64977 32.91759
H: -10.07002 -5.34302 31.37533
H: -10.04890 -3.60706 31.60824
H: -8.27778 -3.48301 32.94600
H: -7.68907 -4.65155 31.72199
H: -8.77947 -5.17671 34.54136
H: -7.07188 -5.15784 33.98958
H: -7.36050 -7.34758 32.89397
H: -9.08809 -7.08888 32.67606
H: -9.74712 -9.45860 33.53749
H: -9.28389 -10.19597 35.15908
H: -7.92588 -11.64140 33.99847
H: -6.92320 -10.25463 33.90328
H: -7.03538 -11.13413 31.60543
H: -8.08149 -9.75784 31.52140
H: -9.83370 -11.73140 32.28985
H: -8.79969 -12.65082 31.27722
H: -9.68885 -11.24592 30.70432
H: -6.22323 -8.07711 35.04669
H: -6.91350 -9.09206 36.28675
H: -7.47261 -7.10386 37.66576
H: -7.00266 -6.04125 36.34357
H: -5.18994 -7.75580 38.06531
H: -5.41093 -6.05203 37.98399
H: -4.21791 -7.68457 35.68544
H: -3.32093 -6.51593 36.71406
H: -4.60203 -5.98654 35.58441
H: -10.74584 -7.13788 35.36056
H: -9.47481 -6.39197 36.24765
H: -10.43447 -7.46384 37.89716
H: -9.34049 -8.81960 37.61187
H: -11.26844 -9.53230 35.88331
H: -12.21254 -8.61282 37.01814
H: -12.15562 -11.07107 37.53820
H: -11.28866 -10.23113 38.91708
H: -10.39495 -11.02176 37.60076

Forces on atoms 1 to 2 (eV/Å):
0.07 -0.63 1.90
-2.13 -0.83 -3.52

Mulliken population analysis, charges in e, atoms 1 to 5:
1. C -0.025
2. C -0.199
3. O -0.771
4. H 0.207
5. H 0.050